P.
An isolated ion of composition C7H14FN4 and charge +1, computed with ωB97M-V/def2-TZVPD.

Molar mass: 173.22 g/mol
Gap between HOMO and LUMO: 8.43 eV
SMILES: [H]/N=C(/C=C\N=C(/N)CCF)[NH2+]C
Charge: +1
Highest occupied orbital energy: -11.80 eV

Each line ends with the Löwdin charge.
CARTESIAN COORDINATES (ANGSTROEM)
1 H 1.58 2.07 1.14  0.069
2 N 0.99 1.39 0.67  0.182
3 C 1.57 0.37 0.27  -0.375
4 C 1.17 -0.87 -0.08  -0.083
5 C -0.15 -1.33 -0.40  -0.065
6 N -1.26 -0.66 -0.53  0.141
7 C -2.53 -0.77 -0.41  -0.390
8 N -3.13 -1.70 0.37  0.233
9 C -3.23 0.32 -1.06  -0.094
10 C -3.63 1.30 0.11  -0.121
11 F -4.75 0.73 0.75  -0.065
12 N 3.21 0.29 0.42  0.060
13 C 3.87 0.84 -0.79  0.002
14 H 1.87 -1.58 -0.34  0.066
15 H -0.12 -2.29 -0.95  0.140
16 H -4.12 -1.70 0.42  0.106
17 H -2.70 -1.89 1.19  0.087
18 H -2.69 0.86 -1.93  0.161
19 H -4.13 -0.07 -1.60  0.143
20 H -2.93 1.33 0.88  0.103
21 H -3.89 2.22 -0.42  0.125
22 H 3.50 0.86 1.21  0.156
23 H 3.51 -0.63 0.57  0.130
24 H 4.92 1.04 -0.64  0.109
25 H 3.62 0.05 -1.52  0.118
26 H 3.38 1.66 -1.14  0.062



Q.
An isolated ion of composition C7H14FN4 and charge +1, computed with ωB97M-V/def2-TZVPD.

Molar mass: 173.22 g/mol
Gap between HOMO and LUMO: 9.46 eV
SMILES: C[N+]1=C(F)CN2CNCN(C2)C1
Charge: +1
Highest occupied orbital energy: -12.87 eV

Each line ends with the Löwdin charge.
CARTESIAN COORDINATES (ANGSTROEM)
1 C -2.77 1.34 0.15  -0.017
2 N -1.51 0.67 -0.14  0.000
3 C -1.54 -0.58 0.00  -0.193
4 F -2.68 -0.98 0.62  0.115
5 C -0.61 -1.69 -0.45  -0.029
6 N 0.80 -1.40 -0.58  -0.158
7 C 1.60 -1.50 0.58  -0.239
8 N 1.36 -0.38 1.47  -0.006
9 C 1.81 0.84 0.81  -0.130
10 N 1.02 0.92 -0.45  -0.108
11 C 1.23 -0.24 -1.31  -0.116
12 C -0.19 1.52 -0.45  -0.082
13 H -2.81 2.44 -0.25  0.143
14 H -3.65 0.80 -0.40  0.146
15 H -3.02 1.35 1.20  0.101
16 H -0.94 -1.70 -1.57  0.183
17 H -0.66 -2.60 0.10  0.139
18 H 1.50 -2.44 1.11  0.142
19 H 2.56 -1.54 0.19  0.105
20 H 1.93 -0.58 2.35  0.158
21 H 2.83 0.69 0.47  0.137
22 H 1.65 1.66 1.39  0.097
23 H 0.55 -0.26 -2.21  0.163
24 H 2.29 -0.40 -1.45  0.135
25 H -0.25 2.24 0.36  0.143
26 H -0.49 1.80 -1.52  0.171



What should be chosen as the least stable of them? Choose P.



P.
H2N2O3S2 in the gas phase, computed with ωB97M-V/def2-TZVPD.

Molar mass: 142.16 g/mol
Gap between HOMO and LUMO: 10.04 eV
Charge: 0
Highest occupied orbital energy: -10.22 eV

Each line ends with the Löwdin charge.
CARTESIAN COORDINATES (ANGSTROEM)
1 N 0.16 -1.26 0.17  -0.189
2 N 0.86 0.82 -1.99  -0.212
3 O 0.47 1.14 0.55  -0.446
4 O -0.69 -0.03 2.38  -0.221
5 O -1.48 0.32 -0.11  -0.468
6 S -0.33 -0.08 1.02  0.535
7 S -0.21 1.29 -0.90  0.982
8 H -0.01 -2.28 0.31  0.071
9 H 1.23 0.07 -1.43  -0.051



Q.
H2N2O3S2 in the gas phase, computed with ωB97M-V/def2-TZVPD.

Molar mass: 142.16 g/mol
Gap between HOMO and LUMO: 8.32 eV
Charge: 0
Highest occupied orbital energy: -10.07 eV

Each line ends with the Löwdin charge.
CARTESIAN COORDINATES (ANGSTROEM)
1 N 2.36 -0.59 1.29  -0.300
2 N -0.18 -0.42 -0.04  -0.187
3 O 1.78 1.34 -0.17  -0.316
4 O 4.18 0.47 -0.18  -0.258
5 O 2.03 -1.05 -1.14  -0.548
6 S 2.75 0.33 0.11  0.531
7 S 1.07 -1.48 -0.08  0.989
8 H -0.01 0.49 0.28  0.026
9 H -1.10 -0.81 -0.18  0.065



What should be chosen as the least stable of them? Choose P.



P.
C5H5ClN2 in the gas phase, computed with ωB97M-V/def2-TZVPD.

Molar mass: 128.56 g/mol
Gap between HOMO and LUMO: 9.90 eV
SMILES: C=C(Cl)n1cccn1
Charge: 0
Highest occupied orbital energy: -9.18 eV

Each line ends with the Löwdin charge.
CARTESIAN COORDINATES (ANGSTROEM)
1 C 0.33 -1.80 1.52  0.017
2 C -0.33 -0.69 1.37  -0.718
3 Cl -1.51 -0.02 2.47  0.696
4 N -0.20 0.02 0.18  -0.189
5 C -0.66 1.23 -0.25  -0.061
6 C -0.11 1.45 -1.52  -0.069
7 C 0.77 0.41 -1.68  -0.159
8 N 0.66 -0.42 -0.67  0.030
9 H 0.44 -2.18 2.56  0.088
10 H 0.97 -1.94 0.67  0.051
11 H -1.44 1.69 0.35  0.091
12 H -0.21 2.13 -2.35  0.094
13 H 1.29 0.12 -2.64  0.128



Q.
C5H5ClN2 in the gas phase, computed with ωB97M-V/def2-TZVPD.

Molar mass: 128.56 g/mol
Gap between HOMO and LUMO: 8.90 eV
SMILES: N#CC(=C\N)/C=C/Cl
Charge: 0
Highest occupied orbital energy: -8.51 eV

Each line ends with the Löwdin charge.
CARTESIAN COORDINATES (ANGSTROEM)
1 N 1.54 2.71 0.05  0.135
2 C 1.01 1.63 0.08  -0.180
3 C 0.24 0.45 -0.16  -0.290
4 C 0.76 -0.81 -0.22  -0.178
5 N 2.02 -1.12 -0.05  0.105
6 C -1.22 0.54 -0.23  -0.238
7 C -2.14 -0.17 0.50  -0.406
8 Cl -3.78 0.45 -0.13  0.466
9 H 0.15 -1.70 -0.48  0.150
10 H 2.59 -0.40 0.23  0.068
11 H 2.30 -2.15 -0.09  0.158
12 H -1.49 1.35 -0.95  0.107
13 H -1.99 -0.77 1.45  0.103



What should be chosen as the least stable of them? Choose Q.